38
Properties=species:S:1:pos:R:3 method="wB97M-V/def2-TZVPD" gap_ev=8.1 e_tot_ha=-1576.619707 charge=+1 multiplicity=1 homo_energy_ev=-12.47
C -1.06290 0.60960 -2.01187
C -2.02293 -0.21633 -0.92166
C -3.50214 0.48996 -0.95112
C -2.01585 -1.83060 -1.20780
C -0.52365 -2.38135 -0.69098
N -0.13164 -2.74035 0.75791
C 1.33517 -3.10491 0.51636
N 2.17788 -3.47718 1.55104
N 1.73743 -2.97018 -0.94166
P 3.30898 -3.27932 -1.72827
S 4.51747 -1.75580 -1.78448
N 0.62901 -2.53485 -1.68680
H -0.00061 0.08217 -2.10252
H -1.58915 0.70264 -3.07694
H -0.84298 1.68218 -1.55334
H -1.55154 -0.06656 0.16026
H -3.53114 1.27248 -0.05666
H -3.73143 1.09931 -1.94339
H -4.40515 -0.23378 -0.77743
H -2.82038 -2.43826 -0.60035
H -2.04174 -2.09490 -2.37008
H 2.26677 -2.78676 2.35637
H 2.68058 -4.38993 1.61718
H 3.00889 -3.63221 -3.11926
H 3.91497 -4.48797 -1.15715
H 0.53888 -2.32010 -2.70661
C 0.97884 2.39650 1.27746
C 1.21586 2.45157 2.59165
C 0.55966 3.46020 3.44681
O 0.77755 3.51261 4.64943
C -0.36931 4.40400 2.79408
C -0.60633 4.34892 1.47988
C 0.04987 3.34030 0.62473
O -0.16802 3.28788 -0.57789
H 1.45235 1.66348 0.63580
H 1.89399 1.76593 3.08547
H -0.84282 5.13701 3.43574
H -1.28446 5.03457 0.98607